[1]
{
  "formula": "C47H41BN2O2RhS2Sb",
  "method": "ωB97M-V with the def2-TZVPD basis set",
  "symbols": ["O", "H", "C", "C", "C", "C", "H", "C", "C", "C", "C", "Sb", "H", "H", "H", "H", "N", "N", "C", "H", "H", "C", "H", "C", "H", "H", "S", "H", "C", "H", "H", "C", "C", "H", "H", "H", "S", "H", "C", "C", "H", "C", "H", "C", "H", "C", "C", "H", "C", "C", "Rh", "H", "H", "H", "C", "C", "H", "C", "C", "H", "H", "C", "H", "C", "H", "C", "H", "H", "C", "H", "H", "H", "C", "C", "C", "C", "H", "H", "H", "C", "C", "B", "C", "C", "C", "H", "C", "H", "C", "C", "C", "H", "O", "C", "C", "C", "C"],
  "coordinates": [[2.060, -1.276, -1.083], [4.091, -6.773, 0.995], [-0.733, -1.676, -3.062], [2.827, 2.589, -0.582], [0.016, 2.846, -4.072], [0.437, 3.545, -5.201], [-6.608, -2.829, 1.396], [-2.849, -0.261, 0.744], [-1.678, -0.093, 0.475], [-4.237, -0.418, 1.046], [2.583, -7.507, -2.035], [-0.804, 0.373, -2.443], [0.817, 0.994, -7.390], [1.574, -7.125, 1.244], [-4.155, -0.676, -5.223], [-2.727, -2.308, -0.951], [-9.513, -0.991, 1.922], [1.875, 1.787, 0.023], [0.603, 1.516, -6.466], [4.094, -8.315, 0.126], [-1.427, 3.602, -2.671], [-1.674, -2.671, -2.767], [1.663, -3.592, -4.545], [2.656, -6.879, -0.636], [5.530, 4.327, 0.566], [0.114, 3.196, -1.928], [3.463, 2.514, 1.923], [0.081, -0.271, -5.432], [-1.393, -3.980, -3.155], [1.063, 3.461, -7.248], [4.012, 3.951, -3.425], [-6.166, -1.843, 1.350], [-6.968, -0.719, 1.537], [-5.581, 1.142, -4.578], [-2.848, 0.427, -5.650], [-0.033, 4.653, -2.908], [0.998, 0.583, 2.146], [-4.189, -2.561, 0.963], [-0.347, 3.614, -2.828], [0.727, -3.343, -4.064], [-0.031, -5.350, -4.080], [1.541, -7.487, 0.215], [2.654, -8.595, -1.963], [0.735, 2.892, -6.387], [3.392, -7.161, -2.677], [-5.050, 0.700, 1.262], [4.003, -7.233, 0.010], [-4.605, 1.685, 1.237], [3.448, -4.656, -1.540], [-4.471, 2.596, -1.740], [0.094, 0.558, 0.030], [0.799, -5.135, 0.551], [4.102, -2.749, -2.335], [-3.647, -3.231, -2.150], [-2.832, 1.040, -2.614], [-2.945, -2.408, -2.015], [-6.292, 2.760, -2.867], [1.484, -3.286, -0.252], [3.778, 3.099, 0.309], [-2.122, -4.750, -2.929], [0.554, -7.265, -0.197], [2.099, 1.641, 1.315], [4.236, -5.201, -2.043], [-3.671, 0.755, -3.697], [-2.595, 2.188, -0.813], [-0.091, 1.450, -4.151], [2.196, 2.462, -2.632], [1.637, -7.258, -2.520], [2.380, -2.614, -1.058], [-2.546, -0.901, -4.543], [5.656, 4.879, -1.837], [-3.436, -1.484, -2.319], [-4.919, 1.376, -3.752], [0.466, -2.036, -3.684], [-5.320, 2.290, -2.793], [1.529, -4.651, -0.080], [1.227, -1.286, -3.870], [0.524, 4.624, -5.145], [1.655, -8.571, 0.241], [3.931, 3.713, -2.373], [3.393, -3.276, -1.710], [0.940, -1.155, -0.248], [-3.281, -0.154, -4.832], [-8.382, -0.870, 1.754], [2.531, -5.358, -0.749], [-4.766, 3.315, -0.986], [-3.242, 1.965, -1.654], [4.840, -6.888, -0.598], [-4.815, -1.691, 1.108], [2.910, 2.890, -1.939], [-6.402, 0.554, 1.500], [-7.028, 1.421, 1.659], [0.591, -2.391, 0.288], [4.866, 4.236, -1.475], [-0.216, -4.321, -3.800], [0.193, 0.801, -5.349], [4.801, 3.931, -0.127]],
  "homo_ev": -8.02,
  "lumo_ev": 0.0
}


[2]
{
  "formula": "C3H14NO2",
  "method": "ωB97M-V with the def2-TZVPD basis set",
  "symbols": ["H", "O", "H", "O", "H", "H", "C", "C", "C", "H", "H", "H", "H", "H", "H", "H", "H", "H", "H", "N"],
  "coordinates": [[2.189, 0.251, -0.075], [-0.494, 1.125, -1.949], [-0.455, -0.142, 1.311], [-3.201, -1.970, -0.496], [1.258, -2.022, 0.872], [-3.879, -2.502, -0.932], [0.397, -1.662, 0.156], [1.305, 1.961, 1.093], [1.512, 0.471, 0.742], [-0.303, 0.384, -0.358], [-0.756, 0.753, -2.799], [0.621, 2.038, 2.067], [-0.501, -2.299, 0.131], [-3.819, -1.235, -0.307], [2.266, 2.274, 1.548], [1.922, -0.072, 1.595], [0.011, 1.856, -2.360], [0.731, -1.642, -0.897], [1.036, 2.618, 0.267], [0.160, -0.184, 0.392]],
  "total_charge": 1,
  "homo_ev": -14.86,
  "lumo_ev": -2.9
}


[3]
{
  "formula": "C20H52InNO2P2Si4",
  "method": "ωB97M-V with the def2-TZVPD basis set",
  "symbols": ["C", "C", "H", "C", "H", "H", "H", "H", "C", "C", "H", "H", "H", "H", "H", "H", "O", "C", "C", "H", "H", "H", "C", "C", "C", "C", "H", "C", "H", "C", "C", "H", "In", "Si", "C", "H", "H", "H", "H", "H", "H", "H", "H", "C", "H", "H", "N", "O", "C", "H", "H", "C", "C", "H", "H", "H", "H", "H", "P", "H", "H", "H", "H", "H", "H", "H", "C", "H", "H", "H", "H", "Si", "H", "Si", "P", "H", "H", "H", "H", "H", "H", "Si"],
  "coordinates": [[0.824, -1.814, -5.346], [-1.527, -2.171, -5.142], [1.856, -3.018, 1.531], [3.342, -2.634, -1.074], [-2.712, 0.505, 5.313], [-4.886, -1.049, -1.019], [0.841, 2.636, 4.137], [-2.514, -2.371, -5.565], [2.020, 3.032, 0.912], [0.263, 3.214, 3.402], [-3.974, -0.967, 0.548], [-1.604, -2.509, 3.567], [-4.219, 0.667, 2.830], [-1.231, 1.441, 5.003], [-1.121, -0.274, 5.471], [4.290, -2.406, -1.569], [-1.826, 2.763, -3.533], [1.545, -0.785, 4.861], [0.888, -1.574, -3.957], [-2.073, 1.276, -2.188], [0.682, 4.231, 3.359], [2.331, -3.348, 3.210], [-3.276, 0.983, 2.357], [-2.730, -1.683, -3.019], [-0.957, 3.294, 0.578], [1.609, -2.809, 2.578], [-3.528, -1.162, -3.585], [-2.324, -1.898, 3.005], [-0.458, -3.026, 0.569], [3.450, -0.356, 2.531], [3.269, 0.252, -1.196], [3.101, -1.008, -3.875], [-0.197, -1.509, -0.283], [1.737, -0.973, 3.001], [2.288, -1.532, -3.304], [4.316, -0.048, -1.335], [-3.314, -2.021, 3.470], [2.860, 2.389, 1.200], [-0.412, -2.487, -6.985], [-0.777, 3.284, 3.748], [-3.812, 0.930, -2.422], [0.761, -1.440, 5.261], [1.768, -1.863, -5.892], [-1.434, -1.777, -3.805], [-0.892, 4.391, 0.665], [-0.802, 3.017, -0.477], [-0.243, -1.552, -3.211], [2.737, 3.256, -4.993], [-2.969, 0.856, -1.721], [4.151, -0.815, 3.246], [1.332, 0.247, 5.169], [-4.004, -1.414, -0.460], [-1.698, 0.454, 4.888], [-2.155, 3.597, -3.968], [-1.972, 2.989, 0.864], [2.988, 1.020, -1.934], [3.537, 0.736, 2.617], [2.045, 2.677, -5.385], [2.227, -1.232, -1.431], [-3.388, 0.887, 1.270], [2.900, -3.524, -1.533], [3.532, -2.852, -0.024], [3.018, 2.871, -4.080], [3.178, 0.693, -0.194], [0.611, -3.213, 2.783], [-2.373, -2.289, 1.982], [-0.387, -2.193, -5.929], [-3.266, 1.426, -0.830], [2.504, -1.084, 5.311], [-1.527, 3.063, -2.653], [-3.982, -2.515, -0.403], [0.377, 2.499, 1.660], [1.308, 5.175, -1.214], [-1.888, -0.066, 3.091], [-2.514, -0.865, -1.365], [3.747, -0.663, 1.519], [1.960, 3.052, -0.183], [2.244, 4.055, 1.251], [-3.131, 2.046, 2.591], [2.699, -2.589, -3.264], [-3.108, -2.701, -2.817], [0.066, 0.173, 1.816]],
  "homo_ev": -3.70,
  "lumo_ev": -0.4
}


[4]
{
  "formula": "C36H25BrCoF6N5O3",
  "method": "ωB97M-V with the def2-TZVPD basis set",
  "symbols": ["H", "C", "C", "C", "C", "F", "H", "C", "C", "H", "H", "C", "C", "H", "H", "H", "H", "C", "H", "F", "C", "H", "H", "C", "C", "C", "N", "C", "C", "H", "C", "F", "N", "C", "C", "N", "C", "F", "H", "C", "C", "H", "C", "Br", "H", "C", "O", "C", "H", "C", "C", "C", "F", "C", "H", "C", "N", "C", "H", "O", "C", "H", "C", "C", "H", "N", "H", "C", "H", "H", "C", "C", "H", "F", "H", "Co", "O"],
  "coordinates": [[4.411, 1.158, -2.998], [3.464, 1.344, -2.498], [-2.608, -1.188, 3.999], [-0.222, 0.898, -2.872], [-0.366, -0.739, 2.481], [4.589, -0.434, 0.518], [0.527, 6.247, 2.309], [3.201, 0.365, -1.333], [3.280, -1.071, -1.894], [0.616, -2.560, -2.986], [3.152, -1.628, 3.651], [0.206, -3.522, -2.715], [1.910, -0.868, 2.073], [1.232, -1.982, 5.194], [-1.261, -6.952, -1.717], [-1.305, -1.874, 5.550], [-3.507, -1.378, 4.571], [0.216, -4.568, -3.626], [-0.809, 1.512, 3.210], [4.161, 1.681, 0.401], [-1.026, 1.218, -3.977], [-3.743, -0.511, 2.314], [3.473, 2.356, -2.094], [-3.857, 0.869, 0.119], [4.392, 0.587, -0.338], [-2.367, 1.409, -3.792], [-1.531, 0.156, 0.679], [1.083, -1.580, 4.199], [-2.059, 0.888, -1.468], [-3.011, 1.666, -4.623], [-2.932, 1.249, -2.507], [5.570, 0.777, -0.958], [0.326, 2.156, 0.615], [-4.301, 1.440, -2.208], [-1.637, -0.384, 1.931], [0.886, 4.266, 0.258], [2.141, -1.386, 3.358], [2.396, -1.208, -2.905], [-5.760, 1.450, -0.672], [-0.314, -5.790, -3.250], [-0.327, -3.699, -1.445], [2.706, -0.735, 1.364], [-0.367, -2.584, -0.427], [-0.306, -7.226, -4.491], [-4.257, 0.784, 1.114], [-2.520, 0.609, -0.140], [0.209, -1.500, -0.839], [0.039, 2.891, 1.769], [-4.990, 1.712, -2.997], [0.241, 5.222, 2.505], [-0.507, 2.526, 3.001], [-4.720, 1.276, -0.918], [4.493, -1.354, -2.408], [0.396, 4.226, 1.550], [1.242, 5.068, -0.230], [-0.295, 4.841, 3.717], [-0.718, 0.769, -1.666], [-0.226, -1.268, 3.771], [-1.272, -5.051, -0.099], [-0.914, -2.760, 0.648], [0.822, 3.013, -0.237], [0.634, -4.437, -4.615], [-0.857, -4.934, -1.090], [-0.664, 3.510, 3.956], [-0.571, 1.311, -4.953], [0.707, -0.546, 1.665], [0.841, 0.741, -2.964], [-2.750, -0.654, 2.702], [-1.086, 3.245, 4.916], [1.173, 2.759, -1.220], [-0.853, -5.988, -1.989], [-1.392, -1.478, 4.547], [2.666, 1.264, -3.231], [3.002, -2.008, -0.991], [-0.436, 5.580, 4.494], [0.218, 0.191, -0.048], [2.021, 0.613, -0.720]],
  "homo_ev": -7.13,
  "lumo_ev": -0.3
}


[5]
{
  "formula": "H4N2O",
  "method": "ωB97M-V with the def2-TZVPD basis set",
  "symbols": ["H", "N", "N", "O", "H", "H", "H"],
  "coordinates": [[0.805, 1.261, 0.018], [0.664, 0.273, -0.235], [-0.733, -0.052, -0.294], [1.130, -0.404, 0.952], [-0.848, -0.954, -0.767], [-1.227, 0.599, -0.914], [0.208, -0.723, 1.239]],
  "homo_ev": -8.71,
  "smiles": "NNO",
  "lumo_ev": 1.1
}


[6]
{
  "formula": "C4H19NO7",
  "method": "ωB97M-V with the def2-TZVPD basis set",
  "symbols": ["H", "O", "H", "C", "H", "H", "N", "O", "O", "H", "O", "O", "H", "H", "C", "H", "O", "H", "H", "C", "H", "C", "H", "H", "H", "H", "H", "H", "O", "H", "H"],
  "coordinates": [[-0.538, 2.096, 2.082], [-0.244, -1.504, -3.041], [-0.980, -1.960, -2.628], [1.075, 1.952, 0.566], [1.710, -3.174, 2.490], [1.412, 2.583, -0.256], [1.489, -0.103, -0.596], [-0.595, 0.229, 0.127], [-0.599, 3.638, -0.801], [-1.517, 4.181, 0.848], [0.937, -3.723, 2.341], [-2.963, -0.117, -1.240], [-0.908, 3.075, -1.514], [1.175, -0.952, -0.989], [0.558, 0.656, 0.009], [-0.565, -0.597, -2.985], [2.570, -3.483, -0.195], [-2.077, 0.151, -0.963], [2.141, -3.656, 0.656], [-1.138, 3.227, 0.479], [-1.230, -2.959, 0.771], [0.031, 2.703, 1.369], [-3.553, 0.152, -0.531], [1.970, 1.763, 1.155], [1.863, -3.153, -0.752], [2.371, 0.247, -0.920], [0.499, -3.375, 1.548], [-0.816, -1.521, 0.219], [-0.525, -2.427, 0.396], [-1.969, 2.533, 0.384], [0.416, 3.520, 1.973]],
  "homo_ev": -10.70,
  "smiles": "NC(=O)CCCO.O.O.O.O.O",
  "lumo_ev": 0.2
}


Number 1: orbital gap 8.02 eV. Number 2: orbital gap 11.92 eV. Number 3: orbital gap 3.31 eV. Number 4: orbital gap 6.83 eV. Number 5: orbital gap 9.84 eV. Number 6: orbital gap 10.92 eV.